{"formula": "C53H54CdGeN6O2Sb2", "method": "wB97M-V/def2-TZVPD", "species": ["Cd", "N", "C", "C", "N", "H", "H", "H", "H", "H", "H", "H", "H", "C", "C", "C", "Sb", "C", "C", "C", "C", "C", "C", "C", "C", "C", "C", "C", "C", "Sb", "C", "C", "C", "C", "C", "C", "C", "C", "C", "C", "C", "C", "H", "H", "H", "H", "H", "H", "H", "H", "H", "H", "H", "H", "H", "H", "H", "H", "H", "H", "H", "H", "H", "H", "H", "H", "H", "H", "O", "N", "O", "C", "Ge", "C", "C", "C", "C", "C", "C", "C", "C", "C", "C", "C", "C", "H", "H", "H", "H", "H", "H", "H", "H", "H", "H", "H", "C", "C", "N", "C", "C", "C", "C", "C", "C", "C", "C", "N", "C", "N", "H", "H", "H", "H", "H", "H", "H", "H", "H"], "positions_angstrom": [[0.6868, 0.6732, 0.7237], [1.7062, 2.0016, -1.2252], [1.6545, 3.4372, -0.8690], [2.2337, 3.6394, 0.5071], [1.3785, 2.9856, 1.5144], [2.6850, 1.7252, -1.3054], [1.2975, 1.8814, -2.1455], [0.6092, 3.7548, -0.8882], [2.2066, 4.0545, -1.5786], [2.3402, 4.7094, 0.6939], [3.2256, 3.1939, 0.5520], [0.5318, 3.5389, 1.6254], [1.8471, 3.0170, 2.4150], [-4.6713, -1.5142, 2.0498], [-4.3514, -0.8621, 3.3897], [-3.8491, 0.5675, 3.2372], [-1.9144, 0.6507, 2.2847], [-1.9517, 2.7435, 1.8473], [-2.4804, 3.1323, 0.6189], [-2.6455, 4.4874, 0.3487], [-2.2743, 5.4356, 1.2950], [-1.7305, 5.0391, 2.5118], [-1.5671, 3.6869, 2.7980], [-0.7886, -0.0368, 3.9511], [-0.1284, -1.2585, 3.8341], [0.4656, -1.8170, 4.9582], [0.4273, -1.1433, 6.1725], [-0.2189, 0.0841, 6.2768], [-0.8487, 0.6371, 5.1699], [-3.0232, -1.5601, 0.6790], [-2.0022, -3.3313, 1.2015], [-2.2837, -3.9249, 2.4295], [-1.6571, -5.1177, 2.7626], [-0.7682, -5.7094, 1.8726], [-0.5009, -5.1141, 0.6457], [-1.1131, -3.9169, 0.3039], [-4.1818, -1.9263, -1.0701], [-4.9277, -0.9173, -1.6662], [-5.8796, -1.2766, -2.6118], [-6.0709, -2.6141, -2.9401], [-5.3098, -3.6061, -2.3360], [-4.3455, -3.2702, -1.3899], [-5.4650, -0.9717, 1.5326], [-5.0016, -2.5479, 2.1664], [-3.6267, -1.4522, 3.9573], [-5.2690, -0.8417, 3.9840], [-3.7031, 1.0372, 4.2110], [-4.5383, 1.1818, 2.6559], [-2.7830, 2.3911, -0.1142], [-3.0842, 4.8007, -0.5907], [-2.4213, 6.4882, 1.0889], [-1.4539, 5.7816, 3.2503], [-1.1597, 3.3872, 3.7576], [-0.0946, -1.7912, 2.8887], [0.9438, -2.7866, 4.8867], [0.8921, -1.5809, 7.0468], [-0.2483, 0.6058, 7.2252], [-1.3914, 1.5700, 5.2740], [-2.9940, -3.4853, 3.1184], [-1.8753, -5.5885, 3.7124], [-0.2881, -6.6433, 2.1352], [0.1853, -5.5862, -0.0466], [-0.9084, -3.4553, -0.6549], [-4.7897, 0.1257, -1.4087], [-6.4841, -0.5099, -3.0794], [-6.8230, -2.8848, -3.6698], [-5.4702, -4.6475, -2.5830], [-3.7574, -4.0461, -0.9138], [-0.6331, -0.3827, -1.2865], [-0.0254, -1.1524, -2.0069], [1.5176, -2.2658, 0.5337], [2.0539, -1.2381, 0.5259], [4.2278, -1.1994, 0.6958], [4.1357, -1.0922, 2.6100], [4.5692, -2.1797, 3.3676], [4.5283, -2.1094, 4.7546], [4.0528, -0.9640, 5.3796], [3.6094, 0.1176, 4.6268], [3.6452, 0.0540, 3.2431], [4.9302, 0.1928, -0.4221], [5.3755, -0.1460, -1.7021], [5.9977, 0.8091, -2.4958], [6.1906, 2.0978, -2.0112], [5.7602, 2.4385, -0.7334], [5.1321, 1.4882, 0.0607], [4.4643, -2.5924, 0.1182], [4.9579, -3.0686, 2.8850], [4.8847, -2.9438, 5.3447], [4.0407, -0.9076, 6.4608], [3.2603, 1.0150, 5.1229], [3.3195, 0.9083, 2.6545], [5.2745, -1.1645, -2.0613], [6.3669, 0.5405, -3.4776], [6.7113, 2.8293, -2.6167], [5.9440, 3.4341, -0.3473], [4.8525, 1.7376, 1.0787], [1.1794, -1.3945, -5.3350], [0.9807, -1.6030, -4.0451], [0.1371, -0.7716, -3.2713], [-0.4930, 0.3278, -3.8752], [-0.3311, 0.5918, -5.1720], [0.4682, -0.3067, -6.0832], [-0.9712, 1.7084, -5.8542], [-0.5116, 2.1071, -7.0429], [0.7731, 1.6272, -7.5450], [1.5033, 2.3066, -8.4989], [2.7981, 1.8891, -8.7645], [3.3728, 0.8920, -8.0782], [2.6400, 0.2427, -7.2177], [1.3469, 0.5383, -6.9581], [1.7810, -2.1010, -5.8923], [1.4205, -2.4178, -3.4872], [-1.1674, 0.8908, -3.2457], [-0.2392, -0.7675, -6.7814], [-1.8078, 2.2164, -5.3883], [-0.9925, 2.9048, -7.5938], [1.0603, 3.1484, -9.0147], [3.4088, 2.3611, -9.5258], [3.0815, -0.5857, -6.6814]], "atomic_forces_ev_per_a": [[0.4, 1.0, -0.2], [-0.1, -0.1, 0.3], [0.0, 0.0, -0.1], [0.0, 0.1, 0.0], [0.0, -0.3, -0.1], [0.0, -0.1, 0.0], [0.0, -0.1, 0.0], [0.0, 0.0, 0.0], [0.0, 0.0, -0.1], [0.0, 0.0, 0.1], [0.0, 0.0, 0.0], [-0.1, -0.1, 0.1], [-0.1, -0.1, 0.1], [0.1, 0.0, 0.2], [0.0, 0.1, -0.1], [-0.2, -0.3, -0.1], [0.2, 0.4, 0.3], [0.1, -0.2, 0.2], [0.1, 0.1, 0.1], [0.0, 0.0, 0.0], [0.0, 0.0, 0.0], [0.0, 0.0, 0.0], [-0.1, 0.1, -0.1], [-0.1, 0.2, -0.1], [0.0, 0.1, 0.0], [0.0, 0.0, 0.0], [0.0, 0.0, -0.1], [0.0, 0.0, 0.0], [0.0, -0.1, 0.0], [-0.8, -0.6, 0.0], [-0.1, 0.2, -0.2], [0.1, 0.0, 0.0], [0.0, 0.0, 0.0], [0.0, 0.0, 0.0], [0.0, 0.0, 0.0], [0.0, 0.0, 0.1], [0.5, 0.0, 0.2], [0.0, -0.1, -0.1], [0.0, 0.1, 0.0], [0.0, 0.0, 0.0], [0.0, 0.0, 0.0], [-0.1, 0.1, -0.2], [0.0, 0.0, -0.1], [0.0, 0.0, -0.1], [0.0, 0.0, 0.0], [0.0, 0.0, 0.1], [0.1, 0.1, 0.0], [0.0, 0.0, 0.0], [0.0, 0.0, 0.0], [0.0, 0.0, 0.0], [0.0, 0.0, 0.0], [0.0, 0.0, 0.0], [0.0, 0.0, 0.0], [0.0, 0.0, 0.0], [0.0, 0.1, 0.0], [0.0, 0.0, 0.0], [0.0, 0.0, 0.0], [0.0, 0.0, 0.0], [0.0, 0.0, 0.0], [0.0, 0.0, 0.0], [0.0, 0.0, 0.0], [0.0, 0.0, 0.0], [0.0, 0.0, 0.0], [0.0, 0.0, 0.1], [0.0, 0.0, 0.0], [0.0, 0.0, 0.0], [0.0, 0.0, 0.0], [0.0, 0.0, 0.0], [-0.4, 0.2, -0.2], [0.6, -0.1, -0.1], [0.0, -0.1, -0.1], [-0.1, -0.1, 0.2], [0.0, -0.1, 0.1], [0.1, 0.1, -0.2], [0.0, 0.1, 0.0], [0.0, 0.0, 0.0], [0.0, 0.0, 0.0], [0.0, 0.1, 0.0], [0.1, -0.1, 0.0], [-0.1, 0.0, 0.2], [-0.1, 0.1, 0.0], [0.0, 0.0, 0.0], [0.0, 0.0, 0.0], [-0.1, 0.0, 0.0], [0.1, 0.0, 0.0], [0.1, 0.0, 0.0], [0.0, 0.0, 0.0], [0.0, 0.0, 0.0], [0.0, 0.0, 0.0], [0.0, 0.0, 0.0], [0.0, 0.0, 0.0], [0.0, 0.0, 0.0], [0.0, 0.0, 0.0], [0.0, 0.0, 0.0], [0.0, 0.0, 0.0], [0.1, 0.0, 0.0], [0.0, 0.2, -0.3], [-0.2, 0.0, 0.2], [0.0, -0.1, -0.3], [-0.2, 0.0, 0.3], [0.2, 0.0, -0.3], [0.0, -0.1, 0.3], [-0.1, -0.1, 0.2], [0.0, 0.0, -0.2], [0.0, 0.0, 0.1], [-0.1, 0.1, -0.1], [0.1, -0.1, 0.1], [-0.1, 0.0, -0.1], [-0.1, 0.0, -0.1], [0.1, 0.1, 0.1], [0.0, 0.0, 0.1], [-0.1, 0.0, 0.0], [0.1, 0.0, 0.1], [0.0, 0.0, -0.1], [0.0, -0.1, 0.0], [0.1, 0.0, 0.0], [0.1, 0.0, 0.0], [0.0, 0.0, 0.0], [0.0, 0.0, 0.0]], "largest_force_ev_per_a": 1.124, "orbital_gap_ev": [5.5, 5.2], "total_energy_ev": -142986.72598, "relative_energy_kj_mol": 52.9, "charge": 4}


{"formula": "C53H54IrN6O2P2", "method": "wB97M-V/def2-TZVPD", "species": ["Ir", "C", "C", "O", "N", "C", "C", "C", "C", "C", "C", "N", "H", "H", "H", "H", "H", "H", "H", "H", "H", "H", "C", "C", "C", "C", "C", "C", "C", "C", "P", "C", "C", "C", "C", "C", "C", "C", "C", "C", "C", "C", "C", "C", "O", "C", "C", "C", "C", "C", "C", "P", "C", "C", "C", "C", "C", "C", "C", "C", "C", "C", "C", "C", "H", "H", "H", "H", "H", "H", "H", "H", "H", "H", "H", "H", "H", "H", "H", "H", "H", "H", "H", "H", "H", "H", "H", "H", "H", "H", "H", "H", "H", "H", "H", "H", "C", "N", "C", "N", "C", "N", "C", "N", "C", "C", "H", "H", "H", "H", "H", "H", "H", "H", "H", "H", "H", "H"], "positions_angstrom": [[0.2133, -0.1343, 0.1462], [-3.2359, -2.8537, -0.6908], [-2.6300, -1.5450, -0.2997], [-1.3973, -1.4760, -0.1023], [-3.4375, -0.4993, -0.1595], [-3.0502, 0.7243, 0.5246], [-2.2072, 1.7381, -0.2008], [-2.8265, 2.8835, -0.6708], [-2.0852, 3.9460, -1.1645], [-0.7098, 3.8281, -1.1480], [-0.1504, 2.6537, -0.6918], [-0.8597, 1.6033, -0.2459], [-2.4641, -3.5375, -1.0301], [-3.9855, -2.7241, -1.4718], [-3.7224, -3.2812, 0.1870], [-4.4148, -0.6381, -0.3690], [-2.5352, 0.4644, 1.4460], [-3.9717, 1.2204, 0.8237], [-3.9046, 2.9480, -0.6139], [-2.5705, 4.8429, -1.5241], [-0.0609, 4.6209, -1.4914], [0.9219, 2.5457, -0.6937], [4.6460, 1.6213, 5.4808], [4.4989, 0.2932, 4.7187], [5.4824, -0.7401, 5.2843], [3.0666, -0.2079, 4.8739], [2.5542, -0.7132, 6.0650], [1.2227, -1.0937, 6.1897], [0.3497, -0.9954, 5.1183], [0.8346, -0.5042, 3.9049], [-0.2858, -0.1569, 2.5104], [-1.0015, 1.4189, 3.0319], [-2.0107, 1.4893, 3.9930], [-2.4321, 2.7252, 4.4601], [-1.8360, 3.8895, 3.9948], [-0.7985, 3.8200, 3.0750], [-0.3784, 2.5887, 2.5972], [-1.4134, -1.5753, 2.7284], [-0.7691, -2.8170, 2.7411], [-1.4895, -3.9884, 2.8981], [-2.8683, -3.9373, 3.0645], [-3.5163, -2.7114, 3.0637], [-2.7972, -1.5362, 2.8843], [2.1574, -0.1170, 3.8352], [2.4650, 0.3948, 2.6204], [3.7686, 0.5769, 2.3081], [3.9490, 0.7788, 0.9584], [5.2400, 1.0056, 0.4801], [6.2911, 0.9994, 1.3825], [6.0651, 0.7618, 2.7344], [4.7881, 0.5357, 3.2411], [2.5551, 0.5798, -0.1802], [3.0141, 1.8142, -1.4198], [3.2425, 1.5666, -2.7704], [3.6136, 2.6037, -3.6168], [3.7470, 3.8917, -3.1239], [3.5317, 4.1481, -1.7740], [3.1785, 3.1157, -0.9235], [2.7592, -1.1275, -0.7453], [3.6800, -1.7047, -1.6077], [3.6094, -3.0712, -1.8450], [2.6197, -3.8568, -1.2518], [1.6876, -3.2869, -0.3964], [1.7886, -1.9283, -0.1416], [4.4435, 1.4739, 6.5415], [3.9551, 2.3753, 5.1018], [5.6613, 2.0041, 5.3804], [5.2895, -0.9185, 6.3406], [6.5073, -0.3802, 5.2123], [5.4115, -1.6898, 4.7549], [3.1999, -0.8050, 6.9279], [0.8642, -1.4727, 7.1363], [-0.6807, -1.3034, 5.2329], [-2.4521, 0.5937, 4.4064], [-3.2154, 2.7765, 5.2034], [-2.1638, 4.8492, 4.3691], [-0.3066, 4.7245, 2.7437], [0.4560, 2.5354, 1.9072], [0.3124, -2.8737, 2.6690], [-0.9742, -4.9390, 2.9224], [-3.4312, -4.8487, 3.2155], [-4.5850, -2.6635, 3.2243], [-3.3348, -0.5997, 2.9169], [5.4276, 1.1820, -0.5713], [7.2985, 1.1728, 1.0328], [6.9131, 0.7576, 3.4057], [3.1732, 0.5670, -3.1695], [3.8130, 2.4008, -4.6602], [4.0415, 4.6951, -3.7843], [3.6633, 5.1475, -1.3836], [3.0528, 3.3182, 0.1347], [4.4516, -1.1105, -2.0805], [4.3338, -3.5332, -2.5019], [2.5884, -4.9181, -1.4525], [0.9306, -3.8862, 0.0915], [1.2460, -1.5725, 0.8108], [-0.1481, 1.0105, -3.2035], [-0.3515, 0.9333, -4.6323], [-1.6522, 0.3101, -4.8838], [-1.7117, -1.0317, -4.3003], [-1.4743, -0.9436, -2.8765], [-0.1542, -0.3298, -2.5346], [0.8687, -1.1757, -3.2206], [0.6645, -1.2623, -4.6497], [0.6926, 0.0878, -5.2180], [-0.6530, -1.8473, -4.9053], [-0.9564, 1.6042, -2.7778], [0.8068, 1.4959, -2.9998], [-1.8198, 0.2419, -5.9581], [-2.4392, 0.9302, -4.4488], [-1.4903, -1.9516, -2.4630], [-2.2597, -0.3315, -2.4284], [0.8242, -2.1758, -2.7835], [1.8459, -0.7561, -3.0303], [0.5431, 0.0273, -6.2955], [1.6681, 0.5396, -5.0301], [-0.6877, -2.8551, -4.4874], [-0.8196, -1.9121, -5.9798]], "atomic_forces_ev_per_a": [[-0.1, 0.0, -0.9], [0.0, 0.1, 0.0], [0.0, 0.0, 0.1], [0.1, 0.0, 0.2], [0.1, 0.1, 0.0], [0.0, -0.1, 0.1], [0.0, -0.1, 0.0], [0.0, 0.0, 0.0], [0.0, 0.0, 0.0], [0.0, 0.0, 0.0], [0.2, 0.0, 0.1], [0.0, 0.0, 0.2], [0.0, 0.0, 0.0], [0.0, 0.0, 0.0], [0.0, 0.0, 0.0], [0.0, 0.0, 0.0], [-0.1, 0.0, -0.1], [0.0, 0.0, 0.0], [0.0, 0.0, 0.0], [0.0, 0.0, 0.0], [0.0, 0.0, 0.0], [-0.2, 0.0, 0.0], [0.0, 0.0, 0.0], [0.0, 0.0, 0.0], [0.0, 0.0, 0.0], [-0.1, 0.0, 0.0], [0.0, 0.0, 0.0], [-0.1, 0.0, 0.0], [0.1, 0.0, 0.0], [0.0, -0.2, 0.0], [0.1, -0.1, 0.1], [0.1, 0.0, -0.1], [0.0, 0.0, 0.0], [0.0, 0.0, 0.0], [0.0, 0.0, 0.0], [0.0, 0.0, 0.0], [0.0, 0.0, 0.0], [0.0, 0.1, -0.1], [0.0, 0.0, 0.0], [0.0, 0.0, 0.0], [0.0, 0.0, 0.0], [0.0, 0.0, 0.0], [0.0, 0.0, 0.1], [-0.1, 0.0, 0.1], [-0.1, 0.2, 0.0], [0.1, -0.1, 0.0], [0.2, 0.2, -0.1], [0.0, 0.0, 0.0], [0.0, 0.0, 0.0], [0.0, 0.0, 0.0], [0.1, 0.0, 0.0], [0.0, -0.3, 0.0], [-0.1, 0.1, 0.0], [0.1, 0.0, 0.1], [0.0, 0.0, 0.0], [0.0, 0.0, 0.0], [0.0, 0.0, 0.0], [0.0, 0.0, -0.1], [0.1, 0.0, 0.2], [0.0, 0.0, 0.1], [-0.1, -0.1, 0.0], [0.1, 0.1, -0.1], [0.0, -0.1, 0.0], [-0.3, 0.2, 0.1], [0.0, 0.0, 0.0], [0.0, 0.0, 0.0], [0.0, 0.0, 0.0], [0.0, 0.0, 0.0], [0.0, 0.0, 0.0], [0.0, 0.0, 0.0], [0.0, 0.0, 0.0], [0.0, 0.0, 0.0], [0.0, 0.0, 0.0], [0.0, 0.0, 0.0], [0.0, 0.0, 0.0], [0.0, 0.0, 0.0], [0.0, 0.0, 0.0], [0.0, 0.0, 0.0], [0.0, 0.0, 0.0], [0.0, 0.0, 0.0], [0.0, 0.0, 0.0], [0.0, 0.0, 0.0], [0.0, 0.0, 0.0], [0.0, 0.0, 0.0], [0.0, 0.0, 0.0], [0.0, 0.0, 0.0], [0.0, 0.0, 0.0], [0.0, 0.0, 0.0], [0.0, 0.0, 0.0], [0.0, 0.0, 0.0], [0.0, 0.0, 0.0], [0.0, 0.0, 0.0], [0.0, 0.0, 0.0], [0.0, 0.0, 0.0], [0.0, 0.0, 0.0], [0.0, 0.0, -0.1], [0.0, 0.1, -0.1], [0.0, -0.1, 0.1], [-0.1, 0.0, 0.0], [0.1, 0.0, 0.1], [-0.1, -0.1, -0.1], [0.2, 0.2, 0.4], [0.0, -0.2, -0.1], [-0.1, 0.0, 0.1], [0.0, 0.0, -0.1], [0.0, -0.1, 0.0], [0.0, 0.0, 0.0], [-0.1, 0.0, 0.0], [0.0, 0.0, 0.0], [0.0, 0.0, 0.0], [0.0, 0.1, 0.0], [0.0, 0.0, 0.0], [0.0, 0.0, 0.0], [0.0, 0.0, 0.0], [0.0, 0.0, 0.0], [0.0, 0.0, 0.0], [0.0, 0.0, 0.0], [0.0, 0.0, 0.0]], "largest_force_ev_per_a": 0.859, "orbital_gap_ev": 6.5, "total_energy_ev": -90268.07326, "relative_energy_kj_mol": 0.0, "charge": 3}